# C4H8NOP

A single C4H8NOP molecule (ωB97M-V/def2-TZVPD, the Open Molecules 2025 dataset).

Element x y z (Å)
C 0.363 -1.265 0.706
C -0.127 -0.092 1.580
H -0.297 -1.938 0.149
H 1.121 -1.890 1.077
C -0.311 0.903 -0.690
H 0.697 0.507 2.051
H -0.083 1.291 -2.544
H -0.608 1.936 0.902
H -0.863 -0.190 2.396
C -0.800 0.938 0.679
N -0.730 1.424 -1.758
P 1.374 -0.056 -0.726
H -1.932 0.863 0.690
H 0.760 -1.542 -2.396
O 1.436 -0.891 -2.117

Energy above the lowest of the compared OMol25 structures with the same formula, charge and spin: 1.5079 eV
2S+1: 1
Lowest unoccupied orbital energy: 0.024 hartree
Orbital gap: 9.2 eV
Charge: 0
Molar mass: 117.1 g/mol
SMILES: [H]/N=C1/CCCP1O

# C35H60BN8RuSTe

A molecular structure, C35H60BN8RuSTe (ωB97M-V/def2-TZVPD, the Open Molecules 2025 dataset).

Element x y z (Å)
H 2.555 1.710 4.258
H -0.899 -0.420 -5.355
H 3.884 2.037 -0.245
N -0.334 -0.098 1.512
H 0.351 3.681 0.038
H 2.694 3.340 -1.366
N 0.563 0.925 1.383
H -5.077 -7.284 -0.135
H -5.175 -0.136 -0.954
H -0.829 -1.860 4.588
H -2.860 3.907 0.532
C 0.480 1.736 2.461
H -0.997 -2.733 -2.411
H 2.242 3.739 1.063
H -1.664 -0.459 5.259
H -3.015 -0.256 3.193
N -4.545 3.182 -0.518
H 2.532 2.950 -3.080
C 1.893 2.577 4.300
N 1.980 -1.414 0.108
C 4.290 -4.233 0.835
C -5.420 1.960 -0.630
B 1.371 1.036 0.048
H 5.683 0.388 -2.079
H 4.200 -5.313 0.950
H -6.156 2.147 -1.411
C -1.011 0.092 2.650
C 3.041 -3.669 0.161
H -3.148 -2.632 2.570
C 1.354 2.900 2.895
H 0.461 5.178 -0.896
C 0.162 1.957 -2.115
H -2.684 -0.504 -3.626
C -0.907 0.088 -2.673
H 2.467 3.423 4.677
H -3.444 -3.276 -0.163
C -1.766 -1.300 4.575
H 6.252 2.177 0.410
N -3.452 0.568 0.006
C -2.083 -0.834 3.150
H 1.101 2.364 5.015
H 5.553 2.148 -2.062
H -4.107 3.364 -1.425
C -1.941 -2.198 -2.566
C 2.858 -4.278 -1.232
C -2.644 1.767 0.146
C 2.146 3.574 -2.275
Te -0.339 -4.587 0.034
H -4.114 0.860 -1.936
C 0.636 3.387 -2.108
H 1.925 2.069 0.024
H -1.032 1.892 -3.967
C 0.080 4.157 -0.906
H 0.677 3.756 2.992
C -1.709 -0.951 -3.400
H -3.964 2.882 1.474
H 2.353 4.614 -2.529
H -2.558 -1.946 4.951
H 4.176 1.160 -2.573
N -0.251 -0.139 -1.534
C -3.457 -4.355 -0.129
C 3.084 -2.175 0.065
Ru -0.201 -1.700 0.012
H -5.931 1.861 0.327
S -2.704 -6.800 -0.021
H 6.394 0.422 0.397
H 2.187 -3.922 0.800
C -0.676 1.405 -3.073
H 3.229 2.506 1.866
C 5.010 1.222 -1.872
H -2.122 1.942 -0.801
H -1.637 -2.023 -5.285
C 4.199 -1.370 -0.131
H -1.426 -2.686 2.249
H 5.365 1.209 1.594
H 2.758 -5.363 -1.174
H 0.177 3.816 -3.003
C -4.363 -6.476 -0.120
N 0.405 1.009 -1.186
H 5.225 -1.685 -0.209
C 5.701 1.249 0.556
C -2.303 -2.029 2.236
C 4.526 1.176 -0.420
H -0.052 -1.742 -4.550
C -4.541 0.750 -0.933
C 3.722 -0.069 -0.191
C -4.627 -5.129 -0.174
H -2.510 -1.719 1.203
C -3.459 2.998 0.515
H 5.180 -4.042 0.232
H 3.073 4.113 2.562
H 3.724 -4.051 -1.856
H 4.444 -3.793 1.820
N 2.386 -0.115 -0.040
C 2.534 3.331 2.028
C -1.035 -1.302 -4.730
H -1.010 4.211 -0.960
H -5.627 -4.726 -0.244
H -0.852 1.639 4.220
H -1.878 1.618 0.907
H -2.613 -2.894 -3.069
H 1.980 -3.872 -1.744
H -2.385 -1.953 -1.595
H -5.112 4.001 -0.296
C -0.539 1.240 3.270
H -3.773 0.224 0.904
C -2.307 -5.121 -0.043

Energy above the lowest of the compared OMol25 structures with the same formula, charge and spin: 0.0000 eV
2S+1: 6
Lowest unoccupied orbital energy (spin up / spin down): -0.178 / -0.261 hartree
Orbital gap (spin up / spin down): 8.0 / 6.2 eV
Expectation value of S²: 8.77
Charge: +2
Molar mass: 864.5 g/mol

# C4H9NOS2

A single C4H9NOS2 molecule (ωB97M-V/def2-TZVPD, the Open Molecules 2025 dataset).

Element x y z (Å)
N 0.292 0.405 1.169
C -0.774 0.056 -1.465
H 1.676 0.644 -0.219
C 0.205 1.689 1.439
O -0.024 -2.137 -0.766
S -0.578 -0.681 2.262
H -0.498 1.864 2.194
H -0.426 1.083 -1.643
H -0.699 -2.157 -0.056
H -1.242 -0.346 -2.367
C 1.155 -0.217 0.208
S 0.884 2.913 0.567
H -1.667 -0.562 1.432
H -1.524 0.071 -0.683
H 1.077 -0.874 -1.786
H 1.772 -0.960 0.689
C 0.371 -0.791 -0.976

Energy above the lowest of the compared OMol25 structures with the same formula, charge and spin: 1.5658 eV
2S+1: 1
Lowest unoccupied orbital energy: 0.008 hartree
Orbital gap: 8.8 eV
Charge: 0
Molar mass: 151.3 g/mol
SMILES: C[C@H](O)CN(S)C=S

# C10H17N3O5PdS

A molecular structure, C10H17N3O5PdS (ωB97M-V/def2-TZVPD, the Open Molecules 2025 dataset).

Element x y z (Å)
C 1.759 2.577 2.049
H -2.467 -2.950 -1.620
N 0.481 1.981 2.371
H -1.407 -1.106 -3.733
N 1.404 -0.207 2.515
O 1.608 -0.113 -0.843
C 0.184 -1.804 -1.787
C -1.682 -0.590 -2.789
H 0.178 -2.906 -1.745
C -3.343 -1.286 -0.437
C -2.107 -2.127 -0.963
H -1.627 -2.572 -0.083
H 1.262 -1.131 2.084
H -1.957 0.979 -1.063
H 2.664 1.675 3.774
H 1.949 2.632 0.964
C 2.839 1.717 2.696
H -1.571 1.365 -3.723
C 1.088 -1.244 -0.632
O -4.417 -1.895 -0.357
N -1.156 -1.254 -1.620
H 3.831 2.130 2.499
H -2.773 -0.554 -2.715
Pd -0.407 0.053 0.333
H 0.610 -1.485 -2.748
C 0.299 0.594 2.191
O -3.115 -0.084 -0.205
H 3.466 -0.367 2.518
H 2.799 0.355 1.023
C 2.702 0.314 2.120
H -0.326 2.486 2.014
S -1.253 0.025 2.655
H -0.052 0.811 -2.963
H 1.758 3.599 2.458
O -1.446 1.579 -1.685
C -1.145 0.847 -2.838
O 1.370 -2.046 0.287

Energy above the lowest of the compared OMol25 structures with the same formula, charge and spin: 1.7193 eV
2S+1: 1
Lowest unoccupied orbital energy: 0.204 hartree
Orbital gap: 6.1 eV
Charge: -2
Molar mass: 397.7 g/mol

# C2H5F2OP

A single C2H5F2OP molecule (ωB97M-V/def2-TZVPD, the Open Molecules 2025 dataset).

Element x y z (Å)
F -0.458 -0.735 2.126
H -1.642 -0.399 -1.319
C 1.363 0.509 -0.471
H 0.911 -0.211 -1.103
H 2.442 0.290 -0.332
F -1.632 1.238 -0.132
O 0.502 0.265 0.745
H -0.297 -1.658 0.480
P -2.135 -0.215 -0.070
H 1.402 1.568 -0.697
C -0.458 -0.651 0.772

Energy above the lowest of the compared OMol25 structures with the same formula, charge and spin: 5.1078 eV
2S+1: 1
Lowest unoccupied orbital energy: 0.024 hartree
Orbital gap: 10.0 eV
Charge: 0
Molar mass: 114.0 g/mol
SMILES: CO[C@@H](F)PF

# C20H27NO2

A single C20H27NO2 molecule (ωB97M-V/def2-TZVPD, the Open Molecules 2025 dataset).

Element x y z (Å)
C 1.552 1.107 1.129
H -2.288 3.860 2.890
C -1.333 -2.457 -2.207
C 3.787 -2.226 2.634
H 1.965 0.419 3.689
H -2.101 -2.423 -1.439
C -0.378 1.946 2.316
H -1.694 3.144 4.380
C -0.525 -0.109 -1.576
H 1.799 -1.078 -2.678
C 2.980 -0.941 0.776
H 1.909 2.040 1.575
H -1.015 -3.491 -2.320
H -1.263 -0.508 1.785
C 0.918 -1.660 -2.941
C 3.162 -1.349 3.506
C 2.355 -0.056 1.644
H -2.453 1.600 1.854
H 3.234 -1.505 4.572
C -0.566 -0.166 1.017
C -1.829 1.760 2.734
C -1.280 0.470 -2.731
H -2.214 -0.557 -0.321
C -2.327 2.971 3.513
C -1.999 1.473 -4.585
H -1.893 0.868 3.364
C -0.850 1.191 -3.806
H 2.912 -0.784 -0.291
H 0.406 0.462 -1.497
H 0.166 -0.964 0.871
H -4.092 0.867 -4.136
H -3.351 2.815 3.845
N 0.150 0.992 1.505
C 3.696 -2.020 1.269
H 4.181 -2.700 0.584
H 0.157 1.490 -4.017
H -2.037 2.022 -5.504
C -3.042 0.906 -3.924
H -1.772 -2.132 -3.147
O 0.283 2.894 2.697
H 4.344 -3.067 3.018
C -1.339 0.093 -0.287
H 1.225 -2.691 -3.100
C -0.137 -1.585 -1.838
H 0.307 -1.982 -0.919
O -2.618 0.298 -2.803
H -1.699 1.124 -0.277
H 0.519 -1.272 -3.876
C 2.451 -0.271 3.014
H 1.641 1.182 0.041

Energy above the lowest of the compared OMol25 structures with the same formula, charge and spin: 0.9192 eV
2S+1: 1
Lowest unoccupied orbital energy: 0.027 hartree
Orbital gap: 9.3 eV
Charge: 0
Molar mass: 313.4 g/mol
SMILES: CCC(=O)N(CC[C@H](c1ccco1)C(C)C)Cc1ccccc1

# C2H7N2O2

2 unconnected molecules or ions with the total composition C2H7N2O2 (ωB97M-V/def2-TZVPD, the Open Molecules 2025 dataset).

Element x y z (Å)
H -2.292 -3.620 -1.119
H 1.758 -0.786 0.285
H 0.215 -0.164 0.354
C 1.825 1.298 0.830
H 0.849 2.451 -0.891
O -2.658 -1.509 -0.602
N 1.227 2.533 0.149
H 1.848 1.578 1.957
O -4.089 -2.969 -1.503
C -2.964 -2.666 -1.064
H 0.286 2.619 0.627
H 2.752 1.246 0.296
N 1.242 -0.011 0.682

Energy above the lowest of the compared OMol25 structures with the same formula, charge and spin: 0.9407 eV
2S+1: 2
Lowest unoccupied orbital energy (spin up / spin down): 0.246 / 0.244 hartree
Orbital gap (spin up / spin down): 2.8 / 8.4 eV
Expectation value of S²: 0.75
Charge: -2
Molar mass: 91.1 g/mol

# C2H2ClO3

A gas-phase ion, C2H2ClO3 (charge -1) (ωB97M-V/def2-TZVPD, the Open Molecules 2025 dataset).

Element x y z (Å)
O -1.506 0.933 1.167
C 0.421 0.308 -0.251
O -1.138 2.362 -0.648
Cl 1.849 1.284 0.343
H 0.672 0.194 -1.281
O 0.320 -0.759 0.517
C -0.979 1.399 0.155
H -0.146 -0.600 1.357

Energy above the lowest of the compared OMol25 structures with the same formula, charge and spin: 0.7106 eV
2S+1: 1
Lowest unoccupied orbital energy: 0.144 hartree
Orbital gap: 7.8 eV
Charge: -1
Molar mass: 109.5 g/mol
SMILES: O=C([O-])[C@H](O)Cl

# C9H10S

2 unconnected molecules or ions with the total composition C9H10S (ωB97M-V/def2-TZVPD, the Open Molecules 2025 dataset).

Element x y z (Å)
C 0.505 -1.086 0.175
C -1.670 1.728 -1.620
C -0.553 3.050 0.262
C -0.739 -1.550 0.673
H 2.402 -1.274 -1.146
C -2.393 2.679 -1.006
C -1.835 3.389 0.139
H -0.669 -2.070 1.658
S 1.193 -1.971 -1.194
H 2.166 0.208 0.370
H -1.602 -0.863 0.875
C 1.451 -0.276 0.975
C -0.335 1.385 -1.252
H -2.306 1.154 -2.308
H -2.270 4.331 0.652
H -1.142 -2.466 0.060
H 1.996 -0.869 1.750
C 0.219 2.135 -0.218
H -3.539 2.753 -1.050
H 0.789 0.487 1.534

Energy above the lowest of the compared OMol25 structures with the same formula, charge and spin: 7.4729 eV
2S+1: 1
Lowest unoccupied orbital energy: -0.040 hartree
Orbital gap: 5.2 eV
Charge: 0
Molar mass: 150.2 g/mol

# C6H18AgBrO8P2

A molecular structure, C6H18AgBrO8P2 (ωB97M-V/def2-TZVPD, the Open Molecules 2025 dataset).

Element x y z (Å)
H 0.170 -2.355 -4.031
H -0.391 2.848 -0.234
O -1.023 -3.677 -2.915
H -1.114 3.396 1.348
H 4.350 1.513 1.168
H 1.045 1.692 5.695
H 0.405 -4.070 -4.318
P -1.831 -2.430 -2.285
H -3.872 -1.250 -0.993
H 0.024 -0.486 -2.309
H 1.050 -3.320 -2.801
O -3.181 -3.121 -1.679
H 0.991 -1.416 -1.139
C -0.253 2.961 0.841
C 1.688 1.992 4.867
H 3.949 2.725 2.416
H 0.636 3.585 0.933
H 3.983 0.993 2.822
H 2.309 2.864 5.070
O 1.315 -0.273 2.644
O -2.171 -1.385 -3.288
O 2.412 1.898 1.596
H -4.905 -1.956 -2.078
P 1.111 1.232 2.382
C 0.029 -0.934 -1.316
H -4.824 -2.546 -0.444
C -4.208 -2.243 -1.291
H 0.050 -0.132 -0.578
O 0.972 2.264 3.667
Ag -2.743 0.425 -4.635
C 0.247 -3.325 -3.538
O -0.965 -1.911 -1.041
C 3.740 1.721 2.048
Br -1.195 1.966 -2.921
O -0.193 1.595 1.467
H 2.394 1.162 4.872

2S+1: 2
Lowest unoccupied orbital energy (spin up / spin down): -0.186 / -0.298 hartree
Orbital gap (spin up / spin down): 7.4 / 4.3 eV
Expectation value of S²: 0.75
Charge: +1
Molar mass: 467.9 g/mol

# C28H37F12INO13

5 unconnected molecules or ions with the total composition C28H37F12INO13 (ωB97M-V/def2-TZVPD, the Open Molecules 2025 dataset).

Element x y z (Å)
C -4.179 -6.449 2.775
H 3.603 11.250 2.700
C -2.906 -5.728 2.380
H 2.689 9.926 3.446
F 0.656 8.437 2.793
H -2.000 -3.490 -5.093
O -1.948 -5.628 4.874
C -1.063 -6.813 -2.177
H -2.123 -4.697 -2.181
F -3.252 -2.448 4.788
N 0.372 -5.638 -4.700
F 3.291 5.614 3.128
H -4.155 -6.742 3.827
H 1.356 4.530 2.216
C 4.733 9.433 2.989
H -2.024 -6.359 2.524
H -2.304 6.409 5.287
O 4.497 8.019 3.092
F -0.094 2.170 -3.425
C 4.431 7.345 1.927
C -0.003 -7.644 -2.981
O -2.782 -4.496 3.106
H 0.338 -5.879 -9.093
C 0.499 -6.329 -8.040
O 4.553 7.851 0.841
O 1.712 2.421 -0.395
H 1.589 -6.702 -8.024
H 5.497 9.647 2.237
F 0.161 0.744 -1.823
O -0.218 -10.057 -3.588
C 4.228 5.854 2.186
F -0.355 10.024 1.738
C -2.280 -4.593 4.356
F 1.838 1.268 -3.088
O -0.939 8.663 4.951
H -2.258 -2.641 -2.687
C -1.008 -3.362 -4.506
O -0.901 -7.836 0.190
H -1.515 8.201 6.852
C 3.440 10.170 2.700
H -1.525 -1.304 -3.776
H 5.132 9.756 3.953
H 3.032 9.882 1.728
C 2.160 3.393 0.567
H -0.858 -4.968 -6.731
H 0.589 -4.169 -7.522
H -0.259 -2.946 -5.271
H -3.402 7.552 4.529
O -2.348 9.869 3.662
O -1.390 -9.503 -4.008
H 0.938 -2.319 -3.046
C 1.006 3.853 1.436
C -0.038 9.584 2.969
H -1.249 -9.192 -4.940
F 5.360 5.259 2.617
C 1.135 2.915 -1.509
C -1.773 -7.448 -0.901
H -3.646 7.102 6.226
H 0.249 4.372 0.842
H 1.536 -9.308 -2.550
H 0.077 -1.137 -1.891
F -1.970 -3.262 6.320
C 0.397 -9.166 -2.584
C -1.259 9.399 3.866
F -1.111 -2.518 4.482
H 0.033 -7.624 -0.055
F 3.839 5.180 1.081
O -3.017 -7.575 -0.862
O 0.977 4.087 -1.731
C -1.368 -5.377 -2.721
C 0.659 -7.000 -4.220
F 0.834 10.481 3.484
H 0.004 -3.011 -1.615
O 1.069 -5.225 -5.769
H -0.060 -9.488 -1.579
C -0.002 -2.173 -2.391
I 2.126 -8.182 -5.350
H -2.946 -5.469 1.319
C -2.892 7.314 5.465
C -0.621 -4.844 -4.000
H 0.512 2.997 1.904
H 2.912 2.901 1.186
C -1.994 8.454 5.903
H -4.319 -7.347 2.169
C -2.156 -3.210 4.989
C 0.757 1.780 -2.459
C -1.328 -2.339 -3.298
H -0.265 -7.149 -7.830
H -5.046 -5.796 2.647
C 0.244 -5.130 -6.976
H 2.648 4.228 0.073
H -2.561 9.375 6.065

2S+1: 1
Lowest unoccupied orbital energy: -0.185 hartree
Orbital gap: 7.6 eV
Charge: +1
Molar mass: 950.5 g/mol

# C39H37BF2N4O4S5Sr

A molecular structure, C39H37BF2N4O4S5Sr (ωB97M-V/def2-TZVPD, the Open Molecules 2025 dataset).

Element x y z (Å)
H 3.263 -5.617 -1.594
H -0.065 -4.986 4.665
C -2.918 -0.900 -3.394
H 0.681 2.087 -5.072
C 3.795 -0.360 -1.732
H -2.548 -1.507 -1.374
H 3.128 0.709 1.784
N -2.072 3.226 1.108
C 2.321 0.834 2.511
H 6.102 2.106 -2.032
H -1.739 1.829 3.977
H -0.331 -0.044 -4.305
H -1.012 -3.482 6.382
S 2.592 3.621 2.673
C -1.838 0.429 5.628
C 5.136 1.634 -1.912
N -1.006 0.013 3.423
C 2.808 -2.542 0.696
F -5.265 0.541 1.997
H -1.073 6.358 1.740
H -2.058 1.486 -4.941
C -0.390 0.845 -3.673
C -4.433 3.030 0.364
H -5.107 2.895 1.211
C 0.961 3.025 -3.197
O -0.826 -3.431 0.050
H -3.066 -2.940 -6.078
O -2.644 0.904 -1.498
C 1.726 -3.071 0.008
C 3.136 -4.750 -0.959
H -4.167 2.032 0.023
H 4.076 3.496 -1.727
H -4.959 3.572 -0.423
C -3.213 3.769 0.791
C -1.592 -0.860 5.996
C 4.002 2.414 -1.746
C 5.029 0.249 -1.911
H -1.749 2.560 -3.578
C -0.774 -3.119 5.390
H 0.452 -4.154 2.414
C -2.646 -3.559 -4.063
H 1.683 -0.059 -1.405
C -2.944 -2.625 -5.050
C 4.060 -3.122 0.553
C 0.786 1.760 -4.032
C 1.699 2.180 2.361
C -0.739 -1.277 3.778
S -3.221 5.486 0.939
B -4.056 -0.098 1.915
Sr -1.301 0.561 0.676
C -1.739 1.515 -3.895
H 3.715 -1.439 -1.721
C 1.879 -4.181 -0.811
H 5.201 -4.677 -0.384
S 0.111 -2.343 0.203
N 0.095 -1.579 1.560
C 2.650 0.409 -1.562
S -3.094 0.819 -2.922
O 0.233 1.961 -0.887
H 5.916 -0.358 -2.041
S 1.325 2.820 -1.434
C 0.048 -3.466 3.146
H -3.324 -0.560 -5.486
H 2.655 -1.696 1.352
C 4.225 -4.222 -0.278
H -2.278 1.140 6.314
H 2.741 0.709 3.510
C 2.771 1.790 -1.591
H -0.310 0.507 -2.642
C 1.219 4.556 2.271
H 4.906 -2.720 1.096
C -2.502 -3.162 -2.743
H 1.794 3.625 -3.574
C -1.150 4.173 1.506
H 0.076 3.665 -3.205
C -3.086 -1.288 -4.719
C -0.171 -2.155 2.790
O 0.002 -1.285 -0.817
N 0.474 2.390 1.983
F -4.090 -1.181 2.752
H -2.534 -4.602 -4.328
C -1.528 0.817 4.309
H -2.265 -3.876 -1.966
H 1.012 -4.593 -1.309
H 1.710 1.180 -3.990
C -2.647 -1.823 -2.401
H 1.239 5.632 2.309
C 0.189 3.739 1.923
H -1.831 -1.211 6.993
C -1.029 -1.764 5.068
C -0.253 -3.944 4.438
C -1.599 5.456 1.476
H 1.566 0.070 2.342

Energy above the lowest of the compared OMol25 structures with the same formula, charge and spin: 2.4620 eV
2S+1: 1
Lowest unoccupied orbital energy: 0.003 hartree
Orbital gap: 5.7 eV
Charge: 0
Molar mass: 922.5 g/mol

Question: Number 10 is which compound?
Answer: C6H18AgBrO8P2